# 1
ORCA calculation (wB97M-V/def2-TZVPD) on C24H13BrCl3F4O4PPdS as an isolated structure.

Geometry as XYZ:
```
52
Properties=species:S:1:pos:R:3
Pd -0.14 -0.14 0.09
Br -0.62 -2.34 -1.62
Cl 0.70 5.17 0.57
Cl 2.37 0.17 -0.86
Cl 0.68 -1.71 2.28
S -0.05 2.24 -0.03
P -2.50 -0.10 0.18
F -5.01 -1.71 1.13
F -1.56 -5.04 -1.17
F -5.45 -4.24 1.23
F -3.71 -6.05 0.07
O -0.63 -2.13 1.78
O 0.83 -1.95 3.65
O 0.66 -0.19 2.07
O 1.69 -2.25 1.46
C 3.97 2.21 -0.30
C 4.26 3.54 0.04
C 2.66 1.80 -0.35
C -3.50 -4.76 0.05
C -3.89 2.76 -2.32
C -4.10 2.07 -3.51
C -3.03 1.17 3.98
C -2.12 -2.81 -0.62
C -2.48 0.62 2.83
C 1.93 4.04 0.25
C -3.87 0.70 -3.57
C -4.09 -2.45 0.59
C -2.39 -4.23 -0.59
C -3.21 0.71 -1.25
C -4.37 -3.87 0.64
C -3.42 0.02 -2.45
C -5.09 1.63 2.81
C -4.55 1.08 1.65
C 3.25 4.44 0.30
C -3.25 0.56 1.67
C 1.58 2.68 -0.06
C -4.32 1.66 3.97
C -2.96 -1.90 0.01
C -3.44 2.09 -1.19
H 4.76 1.51 -0.53
H -3.25 -1.05 -2.52
H -4.04 0.16 -4.49
H -6.09 2.03 2.80
H -4.75 2.09 4.87
H -1.47 0.25 2.84
H 5.29 3.85 0.08
H -2.44 1.22 4.89
H 3.48 5.47 0.55
H -4.07 3.82 -2.27
H -4.45 2.60 -4.38
H -3.29 2.63 -0.27
H -5.14 1.07 0.74
```

The expectation value of S² is 6.05. The value obtained for the LUMO energy (alpha / beta) is -6.860 / -10.660 eV. Its spin multiplicity is 5. As for the highest occupied orbital energy (alpha / beta): -14.2 / -14.9 eV. The value obtained for the orbital gap (alpha / beta) is 7.296 / 4.274 eV. As for the charge: +2.

# 2
ORCA calculation (wB97M-V/def2-TZVPD) on one molecule with the formula C7H10O2S2.

Geometry as XYZ:
```
21
Properties=species:S:1:pos:R:3
S -1.64 0.50 2.44
S -2.83 -0.05 -0.26
O 1.36 0.58 0.24
O -2.04 -2.18 -1.61
C -0.25 -1.06 -0.68
C -1.63 0.90 0.75
C -1.58 2.38 0.43
C 0.80 -1.87 -1.51
C 0.25 0.00 -0.06
C 2.51 -0.19 0.57
C -1.64 -1.26 -0.95
H 1.72 -1.36 -1.73
H -2.35 2.79 -0.15
H -0.59 2.60 0.06
H 2.91 -0.62 -0.33
H -0.31 0.98 2.62
H -1.79 2.88 1.35
H 2.29 -0.75 1.46
H 0.31 -2.06 -2.48
H 3.34 0.58 0.91
H 1.15 -2.76 -1.07
```

The value obtained for the LUMO energy is 0.358 eV. As for the highest occupied orbital energy: -8.4 eV. The value obtained for the orbital gap is 8.714 eV.

# 3
ORCA calculation (wB97M-V/def2-TZVPD) on a 2-piece molecular cluster, C2H3N3O overall.

Geometry as XYZ:
```
9
Properties=species:S:1:pos:R:3
O -1.96 0.03 -0.16
N 1.38 0.71 -0.09
N 0.10 -1.09 -0.13
N -0.63 0.07 -0.14
C 0.10 1.06 -0.04
C 1.29 -0.62 -0.04
H -2.17 -0.97 0.66
H -0.28 2.09 0.05
H 2.16 -1.27 -0.10
```

The value obtained for the LUMO energy is -0.344 eV. As for the highest occupied orbital energy: -10.3 eV. The value obtained for the orbital gap is 9.941 eV.

# 4
ORCA calculation (wB97M-V/def2-TZVPD) on one molecule with the formula C3H7NO2S.

Geometry as XYZ:
```
14
Properties=species:S:1:pos:R:3
S -1.70 -0.02 3.22
O -1.83 -0.48 0.48
O 1.41 0.14 -2.51
N -0.45 0.01 0.81
C 0.14 0.54 -0.46
C 1.01 -0.62 -1.18
C -0.37 0.21 2.17
H 0.77 0.64 2.20
H 0.76 1.47 -0.12
H 0.57 -1.77 -1.27
H -0.75 0.82 -1.15
H -2.18 -0.88 1.26
H 0.57 0.70 -2.86
H 2.05 -0.75 -0.58
```

The value obtained for the LUMO energy is 0.154 eV. As for the highest occupied orbital energy: -9.0 eV. The value obtained for the orbital gap is 9.160 eV.

Record-wise max |F| values, in eV/A: 0.64 5.44 6.70 4.96
Record-wise total energy values, in hartree: -6443.8223 -1219.4395 -317.3825 -721.7555
Record-wise relative energy (zero: lowest compared OMol25 entry of this formula, charge and spin) values, in kcal per mole: 0.00 42.75 94.03 129.97